A molecular structure, C41H42N4O2OsP2 at a distorted geometry. Source: the Open Molecules 2025 dataset; level of theory: the ωB97M-V functional and the def2-TZVPD basis.

Atoms and positions in Å:
Os: 0.08140 -0.55424 0.07302
C: -2.29526 2.22088 2.44028
C: -3.05158 1.39432 3.25885
C: -2.92788 0.02215 3.16650
C: -2.05990 -0.56560 2.24230
C: -1.30207 0.27801 1.39859
C: -1.42898 1.65488 1.51800
C: -1.90451 -2.01567 2.12289
C: -2.59810 -2.93749 2.93905
C: -2.40251 -4.28004 2.77188
C: -1.50396 -4.74371 1.79179
C: -1.24907 -6.10572 1.54390
C: -0.35963 -6.48113 0.57292
C: 0.32740 -5.51018 -0.17647
C: 0.09383 -4.18072 0.04007
C: -0.82892 -3.76002 1.01626
N: -1.06398 -2.44611 1.18842
H: -2.37302 3.29356 2.52535
H: -3.72817 1.82277 3.98110
H: -3.51468 -0.59751 3.82705
H: -0.82367 2.31298 0.90660
H: -3.27396 -2.58154 3.69703
H: -2.92140 -4.99829 3.38847
H: -1.77143 -6.84336 2.13565
H: -0.18145 -7.52766 0.38237
H: 1.03739 -5.82892 -0.92383
H: 0.61892 -3.40252 -0.50263
C: 3.06966 0.95067 -1.25110
P: 1.91339 -0.42673 -1.56188
C: 1.14768 0.21424 -3.10545
N: 1.90249 0.58373 -4.09616
C: 1.39279 1.15609 -5.19036
C: 2.20256 1.56543 -6.26475
C: 1.63482 2.21450 -7.32895
C: 0.24918 2.45950 -7.37458
C: -0.57360 2.05312 -6.35804
C: -0.02900 1.39550 -5.24125
N: -0.77982 1.00231 -4.20973
C: -0.25747 0.41679 -3.17493
P: -1.34340 0.01002 -1.75141
C: -2.24000 1.59433 -1.65041
C: -2.58729 -1.22614 -2.45011
C: -3.05274 -0.86792 -3.85393
C: -1.91215 -2.59630 -2.44893
C: -3.75832 -1.20990 -1.46845
C: 3.03711 -1.83182 -2.15065
C: 2.19163 -2.79723 -2.98034
C: 4.19708 -1.28854 -2.97771
C: 3.55563 -2.51878 -0.88610
H: 3.82236 0.64725 -0.52340
H: 2.52235 1.79752 -0.83688
H: 3.54499 1.24212 -2.18749
H: 3.26171 1.36583 -6.22100
H: 2.25291 2.54912 -8.14724
H: -0.16639 2.97636 -8.22586
H: -1.63680 2.23154 -6.38465
H: -2.74436 1.80046 -2.59328
H: -1.51697 2.38733 -1.45670
H: -2.95614 1.56970 -0.83075
H: -2.28521 -1.07514 -4.59503
H: -3.34644 0.17406 -3.94114
H: -3.92331 -1.47489 -4.09364
H: -1.02837 -2.59874 -3.08657
H: -2.59845 -3.34966 -2.83088
H: -1.62852 -2.88409 -1.43715
H: -4.34630 -0.30152 -1.57252
H: -3.40462 -1.29574 -0.43899
H: -4.41603 -2.05253 -1.67013
H: 1.93684 -2.36207 -3.94495
H: 1.26937 -3.06573 -2.46389
H: 2.74965 -3.71296 -3.16591
H: 3.83763 -0.66039 -3.79097
H: 4.74387 -2.12192 -3.41573
H: 4.89315 -0.72063 -2.36539
H: 2.74738 -2.92605 -0.27906
H: 4.13266 -1.82937 -0.27024
H: 4.21409 -3.34231 -1.15646
O: 1.86215 -2.86563 2.25357
C: 2.07445 -1.68145 2.35253
N: 1.44830 -0.71296 1.57752
C: 1.92918 0.53636 1.87672
O: 1.52965 1.50379 1.23769
C: 2.93624 0.41288 2.93809
C: 3.73737 1.34074 3.57426
C: 4.65629 0.86351 4.50573
C: 4.75641 -0.49171 4.78779
C: 3.94700 -1.42950 4.14837
C: 3.03879 -0.95860 3.22555
H: 3.65747 2.39283 3.34811
H: 5.30280 1.56331 5.01415
H: 5.47739 -0.82835 5.51619
H: 4.02988 -2.48557 4.35423

LUMO level (spin up / spin down) = -7.4 / -10.6 eV
Total charge = +2
⟨S²⟩ = 6.0442
Orbital gap (spin up / spin down) = 5.1 / 2.1 eV
E_HOMO (spin up / spin down) = -12.57 / -12.68 eV
2S+1 = 5

Here are the natural (NBO) charges for atoms 1 to 2, given in e: 0.87, -0.20